# 1
The following is a quantum chemistry calculation of a 2-piece molecular cluster, C2H9NS2 overall at a distorted geometry, from OMol25.

Last column: Löwdin charge in e.
Cartesian coordinates (Å):
S: -2.933 -1.234 -4.921  0.2596
S: -1.138 -1.777 -5.660  0.2065
N: 1.064 0.319 1.759  0.0956
C: 0.753 -0.177 3.103  -0.0341
C: 0.674 1.762 1.419  0.0092
H: 1.295 2.516 1.928  0.1242
H: 1.104 -1.294 3.047  0.1457
H: 2.089 0.066 1.468  0.2159
H: -0.274 -0.257 3.350  0.0871
H: -0.987 -2.024 -6.962  -0.2014
H: 1.339 0.323 3.933  0.1501
H: -0.361 1.999 1.573  0.0950
H: 0.886 1.997 0.356  0.1115
H: -3.510 -2.219 -4.392  -0.2647

Values from the calculation:
HOMO level (spin up / spin down) (Ha): -0.4186 / -0.4186
F_max (hartree/bohr): 0.08136
Net charge: +1
ΔE to the lowest compared entry with this formula, charge and spin (kcal per mole): 27.2
Lowest unoccupied orbital energy (spin up / spin down) (eV): -3.695 / -8.507
Kohn-Sham gap (spin up / spin down) (eV): 7.7 / 2.9
Multiplicity: 2

=====

# 2
The following is a quantum chemistry calculation of one molecule with the formula C5H12O, from OMol25.

Last column: Löwdin charge in e.
Cartesian coordinates (Å):
O: 0.645 0.165 -0.620  -0.3000
C: -1.267 0.193 0.992  -0.1600
C: 0.074 -0.449 0.831  -0.3198
C: 0.059 -1.918 0.609  -0.1443
C: -0.233 0.604 -1.693  -0.0230
C: 1.525 1.126 0.047  -0.0596
H: -1.575 -0.095 2.002  0.0818
H: 1.906 1.782 -0.733  0.0871
H: -2.073 -0.111 0.294  0.0704
H: -0.774 -0.265 -2.090  0.1062
H: 2.318 0.553 0.531  0.1001
H: 1.020 1.689 0.842  0.0911
H: -0.208 -2.330 1.591  0.0798
H: 1.060 -2.299 0.369  0.0688
H: -0.962 1.335 -1.332  0.0909
H: -1.221 1.295 0.996  0.0678
H: 0.367 1.033 -2.501  0.0962
H: -0.660 -2.309 -0.136  0.0664

Values from the calculation:
HOMO level (Ha): -0.2340
F_max (hartree/bohr): 0.01476
Net charge: 0
ΔE to the lowest compared entry with this formula, charge and spin (kcal per mole): 113.8
Lowest unoccupied orbital energy (eV): 0.853
Kohn-Sham gap (eV): 7.2

=====

# 3
The following is a quantum chemistry calculation of C24H38N3O5PPdS2 as an isolated structure, from OMol25.

Last column: Löwdin charge in e.
Cartesian coordinates (Å):
Pd: 0.277 0.670 -1.032  0.1220
S: 0.601 2.991 -1.662  0.5034
S: 4.567 -0.233 -1.700  0.9745
P: -1.619 -1.741 -1.481  0.2253
O: -2.391 -3.007 -1.704  -0.3250
O: -1.285 -1.111 -2.932  -0.2064
O: 0.311 -0.035 2.749  -0.1752
O: -0.404 -1.747 -0.604  -0.3259
O: -2.592 -0.597 -0.906  -0.1830
N: -1.282 4.797 -1.117  0.0207
N: 2.448 0.014 -0.221  -0.0052
N: -1.803 3.196 -2.810  0.0821
C: 3.033 -0.768 -1.057  -0.4699
C: 0.368 -2.860 -3.368  -0.0572
C: 2.904 2.156 0.900  -0.0323
C: 0.706 -0.482 -4.109  -0.0390
C: -0.314 -1.588 -3.861  -0.6361
C: 0.811 -1.335 2.480  -0.3002
C: -1.035 0.136 2.290  -0.2813
C: -0.949 3.713 -1.874  -0.8501
C: -4.840 -1.444 -0.658  -0.0427
C: -2.976 3.765 -2.985  -0.3924
C: 5.341 2.236 -0.528  -0.1151
C: -2.467 5.339 -1.325  -0.2074
C: -1.199 1.525 1.723  -0.0890
C: 4.996 3.241 0.353  -0.1169
C: -3.952 -0.372 -1.275  -0.6347
C: -4.093 -0.340 -2.790  -0.0438
C: -3.383 4.883 -2.255  -0.0798
C: -1.107 -1.891 -5.127  -0.0432
C: 4.452 1.171 -0.687  -0.4914
C: 2.230 -1.406 3.001  -0.0867
C: -3.885 3.128 -4.003  -0.0552
C: 3.253 1.131 0.023  -0.3348
C: 3.787 3.202 1.062  -0.0907
C: -4.262 0.998 -0.684  -0.0311
H: 2.265 -1.072 4.041  0.0643
H: 5.663 4.086 0.483  0.0866
H: -0.368 -3.626 -3.123  0.0732
H: -1.713 -0.062 3.136  0.1060
H: 0.952 0.067 -3.188  0.0303
H: -3.398 0.387 -3.210  0.0739
H: -3.498 1.715 -0.987  0.0787
H: -4.346 5.355 -2.399  0.0789
H: -1.247 -0.592 1.499  0.0903
H: -4.424 3.879 -4.586  0.0633
H: -1.823 -2.691 -4.935  0.0820
H: -0.811 2.297 2.391  0.0704
H: -4.271 0.947 0.406  0.0732
H: -0.441 -2.194 -5.942  0.0753
H: -4.759 -1.400 0.429  0.0806
H: -5.883 -1.268 -0.940  0.0760
H: -3.299 2.492 -4.663  0.0709
H: -1.652 -0.999 -5.437  0.0790
H: 1.029 -3.229 -4.159  0.0784
H: -4.527 -2.428 -1.000  0.0622
H: 0.314 0.264 -4.804  0.0802
H: -2.254 1.735 1.522  0.0584
H: 1.622 -0.906 -4.534  0.0754
H: 2.612 -2.430 2.955  0.0648
H: 1.948 2.110 1.405  0.1075
H: 3.525 4.019 1.722  0.0947
H: 0.184 -2.096 2.974  0.1146
H: -2.708 6.202 -0.703  0.0850
H: -5.242 1.346 -1.025  0.0788
H: 0.950 -2.667 -2.468  0.0536
H: -5.119 -0.052 -3.043  0.0785
H: -0.674 1.551 0.758  0.0088
H: 2.594 -1.697 -1.390  0.0600
H: 6.266 2.280 -1.089  0.0918
H: 0.769 -1.524 1.401  0.0820
H: -4.626 2.500 -3.503  0.0567
H: 2.887 -0.769 2.411  0.0532
H: -3.875 -1.316 -3.222  0.0764

Values from the calculation:
HOMO level (Ha): 0.0121
F_max (hartree/bohr): 0.01764
Net charge: -2
ΔE to the lowest compared entry with this formula, charge and spin (kcal per mole): 7.9
Lowest unoccupied orbital energy (eV): 4.290
Kohn-Sham gap (eV): 4.0

=====

# 4
The following is a quantum chemistry calculation of one molecule with the formula C4H11NO, from OMol25.

Last column: Löwdin charge in e.
Cartesian coordinates (Å):
O: 1.446 -2.331 -1.479  -0.0511
N: 0.546 -0.857 0.075  -0.0698
C: -1.761 1.195 0.031  -0.1245
C: -0.912 0.793 1.209  -0.2629
C: 1.456 -0.997 -1.036  -0.3319
C: 0.508 0.406 0.798  -0.2459
H: 2.496 -0.766 -0.789  0.1169
H: -1.653 0.507 -0.816  0.0685
H: 1.171 -0.308 -1.844  0.1194
H: 0.940 1.141 0.114  0.1147
H: -1.474 2.189 -0.317  0.0707
H: 0.700 -2.437 -2.093  0.0955
H: -0.865 1.628 1.917  0.1031
H: 0.364 -1.751 0.505  0.1177
H: -2.818 1.251 0.290  0.0662
H: -1.327 -0.051 1.777  0.1065
H: 1.183 0.387 1.657  0.1066

Values from the calculation:
HOMO level (Ha): -0.3094
F_max (hartree/bohr): 0.01761
SMILES string: CCCNCO
Net charge: 0
ΔE to the lowest compared entry with this formula, charge and spin (kcal per mole): 25.6
Lowest unoccupied orbital energy (eV): 1.015
Kohn-Sham gap (eV): 9.4

=====

# 5
The following is a quantum chemistry calculation of a 2-piece molecular cluster, C31H37N3O2S overall at a distorted geometry, from OMol25.

Last column: Löwdin charge in e.
Cartesian coordinates (Å):
S: 1.344 1.644 -2.300  0.5406
O: 6.693 -0.572 -2.726  -0.1114
O: -6.196 -1.252 -0.236  0.0847
N: 5.206 0.616 3.894  -0.2554
N: -4.714 -0.417 1.329  -0.0365
N: -2.801 -0.421 0.138  0.0228
C: 4.145 0.388 3.013  -0.2456
C: -7.565 0.583 -3.325  -0.0748
C: -2.746 -1.314 2.485  0.0108
C: -5.051 -0.501 -3.912  -0.0412
C: 2.874 1.101 -2.661  -0.8445
C: -5.221 0.296 -2.776  -0.2328
C: 5.281 1.308 -2.391  -0.0321
C: -5.093 -0.812 0.077  -0.3761
C: 3.325 -0.083 0.776  0.0046
C: 4.382 0.135 1.636  0.0194
C: -5.645 -0.427 2.435  -0.0112
C: -7.395 -0.217 -4.464  -0.0864
C: -0.454 -0.115 0.625  -0.0898
C: 5.786 -0.430 4.714  -0.0796
C: 5.687 1.947 4.212  -0.0772
C: 4.032 1.874 -2.342  -0.1343
C: 6.886 -1.952 -3.124  -0.0736
C: 3.061 -0.195 -3.226  -0.1496
C: 5.445 -0.040 -2.822  -0.2912
C: 1.751 0.211 2.598  -0.0152
C: -1.510 -0.357 -0.244  0.0048
C: 0.890 -0.173 0.275  -0.0267
C: -4.055 0.520 -1.830  -0.0790
C: -3.021 1.168 2.070  0.0108
C: 4.313 -0.773 -3.272  -0.0512
C: 2.806 0.408 3.471  -0.0020
C: -3.879 -0.636 -0.835  -0.1566
C: -6.476 0.850 -2.494  -0.0492
C: -6.137 -0.760 -4.755  -0.0794
C: 1.971 -0.010 1.206  -0.1956
C: -3.281 -0.242 1.521  -0.4655
H: 2.622 0.587 4.532  0.1187
H: 7.955 -2.119 -2.985  0.0865
H: -8.244 -0.416 -5.121  0.1015
H: -1.956 1.402 2.095  0.0749
H: -5.994 -1.388 -5.636  0.1032
H: -3.527 1.911 1.437  0.1020
H: -3.717 -1.575 -1.396  0.1729
H: -6.664 -0.513 2.047  0.0994
H: 0.739 0.211 2.996  0.0992
H: 4.433 -1.801 -3.623  0.0953
H: 3.895 2.899 -2.010  0.0938
H: 2.187 -0.746 -3.562  0.0884
H: -1.324 -0.541 -1.309  0.1505
H: -5.550 0.504 3.005  0.0911
H: -5.451 -1.270 3.114  0.0951
H: -3.117 0.612 -2.400  0.1248
H: 6.170 1.853 -2.077  0.1119
H: 5.334 -1.398 4.467  0.0907
H: 6.768 2.012 4.006  0.0818
H: 5.157 2.695 3.610  0.0929
H: 6.873 -0.479 4.540  0.0815
H: -3.417 1.229 3.092  0.0879
H: -4.063 -0.928 -4.113  0.1167
H: 6.611 -2.105 -4.178  0.0909
H: -0.696 0.130 1.658  0.0577
H: -3.170 -1.142 3.483  0.0896
H: -3.041 -2.311 2.129  0.1069
H: -8.545 0.998 -3.076  0.1047
H: -4.207 1.448 -1.251  0.1308
H: 5.629 -0.213 5.784  0.0784
H: -6.594 1.471 -1.601  0.1170
H: 6.306 -2.633 -2.484  0.0908
H: 5.538 2.165 5.283  0.0788
H: 3.521 -0.324 -0.267  0.1069
H: 1.145 -0.406 -0.765  0.0565
H: 5.414 0.110 1.278  0.1235
H: -1.657 -1.279 2.558  0.0719

Values from the calculation:
HOMO level (Ha): -0.2063
F_max (hartree/bohr): 0.05021
Net charge: 0
Lowest unoccupied orbital energy (eV): -1.533
Kohn-Sham gap (eV): 4.1

=====

# 6
The following is a quantum chemistry calculation of a 9-piece molecular cluster, C19H31FN9O4PS2 overall at a distorted geometry, from OMol25.

Last column: Löwdin charge in e.
Cartesian coordinates (Å):
S: 5.551 -3.331 0.093  0.3232
S: 2.932 -4.535 -2.262  0.7230
P: 4.873 -2.512 -1.529  0.2760
F: 2.704 -4.569 -3.918  -0.2028
O: 5.757 -2.901 -2.919  -0.2026
O: 1.708 -5.120 -1.665  -0.2850
O: 5.066 -0.820 -1.304  -0.2384
O: 4.137 -5.385 -2.031  -0.3123
N: 2.952 1.251 -2.749  0.1403
N: -1.013 -0.346 0.544  0.1406
N: -2.044 -3.630 1.801  0.1134
N: -1.602 -0.258 5.306  0.1055
N: 3.183 -2.890 -1.894  -0.3380
N: -3.176 4.051 0.498  0.1271
N: 2.045 5.423 -1.559  0.1316
N: -5.725 1.998 5.101  0.1228
N: -1.013 1.185 -3.898  0.1353
C: -5.545 0.484 7.281  -0.0613
C: -1.882 1.758 -3.381  -0.2563
C: 0.896 -1.696 -3.052  -0.0224
C: -2.993 2.496 -2.716  -0.0598
C: -1.603 -4.455 1.111  -0.2563
C: 2.234 -2.361 -0.875  -0.2531
C: -2.112 3.843 0.912  -0.2470
C: -0.165 -0.347 1.340  -0.2651
C: -3.635 -0.527 3.612  -0.0642
C: 2.533 5.198 -4.156  -0.0496
C: 2.106 1.851 -2.207  -0.2339
C: 0.912 -0.350 2.372  -0.0355
C: 1.024 2.606 -1.517  -0.0928
C: -0.742 3.572 1.432  -0.0587
C: 1.066 -1.599 -1.628  -0.1297
C: 2.259 5.326 -2.697  -0.2479
C: -1.041 -5.516 0.226  -0.0578
C: -2.495 -0.377 4.560  -0.2630
C: -5.642 1.328 6.056  -0.2602
H: -1.554 -5.508 -0.735  0.0843
H: 3.440 5.746 -4.411  0.0821
H: -3.308 -0.294 2.599  0.0648
H: 1.459 3.336 -0.837  0.0357
H: -6.371 -0.226 7.307  0.0793
H: 0.424 -2.652 -3.449  0.0708
H: 1.895 -3.110 -0.104  0.1163
H: 0.395 1.917 -0.950  0.0558
H: 4.815 -0.423 -2.168  0.0345
H: -5.588 1.116 8.169  0.0798
H: 1.374 0.636 2.428  0.0805
H: -2.585 3.229 -2.020  0.0455
H: 5.287 -2.424 -3.641  0.0794
H: -3.626 1.799 -2.166  0.0845
H: -1.175 -6.493 0.693  0.0813
H: -3.596 3.012 -3.463  0.0809
H: 0.410 3.126 -2.252  0.0640
H: -4.602 -0.063 7.278  0.0738
H: 0.306 -0.935 -1.104  0.0496
H: 1.673 -1.087 2.110  0.0742
H: 2.666 4.147 -4.415  0.0742
H: -4.007 -1.551 3.639  0.0779
H: -0.704 3.773 2.504  0.0852
H: -0.020 4.213 0.925  0.0709
H: 2.809 -1.561 -0.302  0.1109
H: 0.023 -5.342 0.064  0.0483
H: 1.697 5.604 -4.726  0.0824
H: 0.487 -0.601 3.345  0.0655
H: -4.439 0.155 3.892  0.0366
H: 1.144 -0.873 -3.773  0.0444
H: -0.480 2.528 1.255  0.0418

Values from the calculation:
HOMO level (Ha): -0.2854
F_max (hartree/bohr): 0.09878
SMILES string: C=CCN(P(O)(O)=S)S(=O)(=O)F.CC#N.CC#N.CC#N.CC#N.CC#N.CC#N.CC#N.CC#N
Net charge: 0
Lowest unoccupied orbital energy (eV): -0.343
Kohn-Sham gap (eV): 7.4